# 1
C38H35O2P2V as an isolated structure in a non-equilibrium geometry. Source: the OMol25 dataset; level of theory: ωB97M-V/def2-TZVPD.

As for the LUMO energy (alpha / beta): -7.78 / -6.83 eV. The multiplicity is 3. The energy above the lowest of the compared OMol25 structures with the same formula, charge and spin is 0.001 eV. For the gap between HOMO and LUMO (alpha / beta), the calculation gives 6.53 / 7.42 eV. The calculation puts the strongest force on any atom at 4.11 eV Å⁻¹. The HOMO energy (alpha / beta) is -0.526 / -0.524 hartree. The charge is +2. For the energy, the calculation gives -3245.5608 a.u.

Each line ends with the Löwdin spin population.
Cartesian coordinates (Å):
C (0.15171, 2.73385, -0.59255)  -0.0003
C (1.28201, 1.90602, -0.68646)  0.0061
C (1.98973, 1.74139, -1.88418)  -0.0011
C (1.68537, 2.55461, -2.96787)  0.0008
C (0.69035, 3.50934, -2.81659)  -0.0020
C (-0.08428, 3.60290, -1.65531)  0.0002
P (1.68643, 0.87637, 0.74037)  -0.0132
C (3.49907, 0.67802, 0.58466)  -0.0068
C (4.01071, -0.54745, 0.12081)  -0.0006
C (5.38328, -0.69066, -0.07699)  0.0002
C (6.24189, 0.36676, 0.25559)  -0.0004
C (5.72921, 1.56643, 0.76596)  -0.0005
C (4.35671, 1.72683, 0.94254)  -0.0022
V (-0.02556, -0.54771, 1.26589)  2.1353
P (-1.53279, -1.11928, -0.30868)  -0.0003
C (-0.96486, -0.90683, -2.03567)  0.0053
C (-1.63706, -0.01210, -2.86414)  0.0003
C (-1.12458, 0.28634, -4.12386)  0.0005
C (-0.03264, -0.44081, -4.61327)  0.0006
C (0.66164, -1.32492, -3.78484)  0.0001
C (0.21884, -1.51859, -2.48272)  0.0013
C (-2.35630, -2.74929, -0.31340)  -0.0018
C (-2.71869, -3.29395, 0.93351)  -0.0034
C (-3.09321, -4.63532, 1.03683)  0.0006
C (-3.17981, -5.42443, -0.12039)  -0.0037
C (-2.89268, -4.86398, -1.37324)  0.0000
C (-2.46578, -3.53260, -1.46920)  -0.0026
C (-2.95433, -0.02764, 0.13995)  0.0043
C (-2.80515, 0.84254, 1.23564)  0.0056
C (-3.85172, 1.72310, 1.55392)  0.0008
C (-5.02570, 1.72694, 0.79181)  -0.0002
C (-5.18265, 0.82071, -0.26714)  0.0003
C (-4.14883, -0.06404, -0.59937)  -0.0004
C (1.38127, 1.92610, 2.24343)  0.0065
C (1.51572, 3.32105, 2.19557)  0.0017
C (1.24032, 4.08166, 3.33447)  0.0010
C (0.85318, 3.45799, 4.53185)  0.0022
C (0.72655, 2.05990, 4.57543)  0.0000
C (0.97127, 1.28306, 3.43136)  0.0048
H (-2.66742, -2.66536, 1.82861)  0.0000
H (-3.30510, -5.07215, 2.01897)  0.0001
H (-3.46605, -6.47514, -0.04554)  -0.0002
H (-2.98173, -5.46407, -2.28270)  0.0000
H (-2.19682, -3.10452, -2.43765)  0.0000
H (-2.57024, 0.41351, -2.50543)  0.0000
H (-1.58384, 1.07768, -4.73064)  0.0000
H (0.28072, -0.29897, -5.64368)  0.0000
H (1.54084, -1.83771, -4.16743)  0.0000
H (0.80101, -2.13592, -1.80322)  0.0004
H (-1.86404, 0.83447, 1.82144)  0.0030
H (-3.76777, 2.42248, 2.38974)  0.0001
H (-5.82611, 2.44419, 1.01670)  0.0000
H (-6.10624, 0.80877, -0.84858)  0.0000
H (-4.26249, -0.76104, -1.43676)  0.0000
H (1.81329, 3.81488, 1.27038)  0.0001
H (1.33855, 5.16530, 3.28496)  0.0001
H (0.64960, 4.06543, 5.42716)  0.0001
H (0.42403, 1.57763, 5.50834)  0.0000
H (0.84815, 0.18388, 3.46984)  0.0026
H (3.31820, -1.37816, -0.06069)  -0.0001
H (5.78360, -1.63006, -0.46703)  0.0000
H (7.31998, 0.25063, 0.13487)  0.0000
H (6.40139, 2.37377, 1.04969)  -0.0001
H (3.95171, 2.64987, 1.35819)  0.0000
H (2.79122, 1.00427, -1.93690)  0.0000
H (2.19255, 2.45912, -3.92360)  0.0001
H (0.57416, 4.17121, -3.67293)  -0.0001
H (-0.88251, 4.33380, -1.55880)  0.0001
H (-0.47823, 2.71508, 0.31435)  0.0001
H (-2.96870, 2.12586, -1.94683)  0.0000
H (-2.83846, 1.99772, -1.19280)  0.0000
C (1.47345, -4.42702, 2.54658)  -0.0060
O (0.87761, -3.11708, 2.38755)  -0.0084
C (0.89699, -2.49042, 1.19219)  -0.0822
O (1.45787, -2.90034, 0.16989)  -0.0468
H (0.67770, -5.11837, 2.81010)  0.0000
H (2.17202, -4.37018, 3.37674)  -0.0003
H (1.98248, -4.73538, 1.64121)  -0.0012


# 2
A 2-piece molecular cluster, C4H8ClOP overall in a non-equilibrium geometry. Source: the OMol25 dataset; level of theory: ωB97M-V/def2-TZVPD.

As for the LUMO energy (alpha / beta): -0.61 / -0.29 eV. The energy above the lowest of the compared OMol25 structures with the same formula, charge and spin is 3.900 eV. For the gap between HOMO and LUMO (alpha / beta), the calculation gives 7.67 / 7.86 eV. The calculation puts the strongest force on any atom at 4.16 eV Å⁻¹. The HOMO energy (alpha / beta) is -0.304 / -0.300 hartree. For the energy, the calculation gives -1033.8916 a.u.

Each line ends with the natural charge from an NBO analysis.
Cartesian coordinates (Å):
C (-0.82046, -0.21535, 1.60574)  -0.2611
C (-0.33513, 0.46463, 0.59869)  -0.2344
C (-2.26978, 0.14015, 2.00795)  -0.6247
C (1.48544, 0.54101, -2.26132)  -0.9731
O (1.26437, -2.20812, -1.55318)  -1.0502
P (1.46913, -0.85126, -1.03969)  1.5907
Cl (3.21667, -1.03180, -0.02354)  -0.3038
H (-0.35986, -0.99296, 2.17821)  0.2369
H (-0.42254, 1.27759, -0.20351)  0.2286
H (-2.85201, -0.66503, 1.55226)  0.2249
H (-2.68918, 1.01000, 1.63030)  0.2152
H (-2.26805, 0.19698, 3.04836)  0.2146
H (0.81122, 0.27588, -3.00235)  0.2508
H (1.30662, 1.44257, -1.79839)  0.2327
H (2.46355, 0.61572, -2.73953)  0.2529


# 3
C19H36NO7S as an isolated structure in a non-equilibrium geometry. Source: the OMol25 dataset; level of theory: ωB97M-V/def2-TZVPD.

As for the LUMO energy: 2.21 eV. For the gap between HOMO and LUMO, the calculation gives 3.64 eV. The calculation puts the strongest force on any atom at 3.68 eV Å⁻¹. The HOMO energy is -0.053 hartree. The charge is -1. For the energy, the calculation gives -1725.0804 a.u.

Each line ends with the natural charge from an NBO analysis.
Cartesian coordinates (Å):
C (0.06780, 5.74725, -2.59404)  -0.7348
C (0.61708, 4.72669, -3.59602)  0.8282
O (0.98086, 5.04193, -4.65199)  -0.5469
O (0.67043, 3.44395, -3.13900)  -0.5631
C (-0.42246, 2.64659, -3.62425)  -0.0758
C (-0.54666, 1.31729, -2.80581)  -0.4204
C (0.45536, 1.26895, -1.60507)  -0.4083
C (-0.01593, 2.20582, -0.46449)  -0.3912
C (1.06169, 2.24049, 0.66340)  -0.3997
C (2.14178, 3.26608, 0.19988)  -0.4116
C (3.28244, 3.46992, 1.21723)  0.0539
C (4.56634, 2.63629, 0.92507)  -0.1242
O (4.85314, 1.87502, 2.12980)  -0.6547
S (4.33989, 2.88854, 3.28900)  2.5341
O (5.25088, 3.97711, 3.38757)  -0.9461
O (4.19418, 2.23418, 4.52586)  -0.8872
O (2.94025, 3.34572, 2.61428)  -0.6469
H (-0.99599, 5.56311, -2.40391)  0.2363
H (0.28810, 6.74565, -2.97226)  0.2302
H (0.58741, 5.54876, -1.64476)  0.2302
H (-1.39931, 3.14799, -3.55735)  0.1713
H (-0.21387, 2.40335, -4.67612)  0.1842
H (-1.54443, 1.25932, -2.35372)  0.2139
H (-0.35784, 0.44173, -3.43758)  0.2156
H (1.49070, 1.46885, -1.90990)  0.1911
H (0.46681, 0.26085, -1.15531)  0.2507
H (-0.10155, 3.24406, -0.82615)  0.1746
H (-1.00028, 1.87108, -0.11565)  0.2222
H (0.62349, 2.59412, 1.60203)  0.2144
H (1.47276, 1.22435, 0.73039)  0.2313
H (1.62941, 4.22237, 0.04264)  0.1994
H (2.58938, 2.86850, -0.71776)  0.2181
H (3.60352, 4.51250, 1.06393)  0.1854
H (4.59530, 2.10589, -0.02657)  0.2215
H (5.37357, 3.38661, 0.91464)  0.1969
C (-2.28262, -3.66426, 3.17529)  -0.6041
C (-1.26497, -3.86573, 2.03489)  0.1098
C (-1.54819, -5.20485, 1.33194)  -0.4048
C (-2.81160, -5.23210, 0.47264)  -0.4047
C (-3.18280, -3.85590, -0.08888)  -0.3901
C (-2.01270, -2.86060, -0.17410)  0.1046
N (-1.43528, -2.71129, 1.14419)  -0.2337
O (-0.36970, -1.79596, 1.16960)  -0.8632
C (-2.61087, -1.51783, -0.58368)  -0.5860
C (-1.03267, -3.30603, -1.27675)  -0.6400
C (0.11689, -4.00194, 2.67261)  -0.5969
H (-2.07728, -2.73622, 3.71151)  0.2153
H (-2.24124, -4.48716, 3.90471)  0.1654
H (-3.30595, -3.60986, 2.79857)  0.1925
H (-0.69558, -5.46090, 0.69589)  0.1945
H (-1.60336, -6.01229, 2.07238)  0.1904
H (-2.66442, -5.94252, -0.34745)  0.1883
H (-3.65358, -5.62169, 1.05330)  0.1893
H (-3.64990, -3.98322, -1.07206)  0.1879
H (-3.96265, -3.42330, 0.54617)  0.1970
H (-3.27924, -1.13116, 0.18895)  0.2063
H (-3.19694, -1.61368, -1.50721)  0.1693
H (-1.83393, -0.77272, -0.76471)  0.2149
H (-1.54733, -3.37761, -2.24362)  0.1761
H (-0.58508, -4.28172, -1.07696)  0.1931
H (-0.22085, -2.58629, -1.39549)  0.2249
H (0.13341, -4.85836, 3.35724)  0.1726
H (0.38452, -3.12066, 3.25391)  0.2298
H (0.88968, -4.16508, 1.91912)  0.2088